1.
# C4H15N2O2

A 3-piece molecular cluster, C4H15N2O2 overall in a non-equilibrium geometry (wB97M-V/def2-TZVPD, OMol25).

The geometry in XYZ format:
```
23
Properties=species:S:1:pos:R:3:forces:R:3:lowdin_charge:R:1
C 0.065706 1.821994 -0.574371 -2.7 2.7 1.0 -0.07
C -1.227259 1.439050 0.249378 1.1 -1.8 -0.4 -0.20
C -1.452607 -0.130107 0.323454 -0.7 1.9 3.5 -0.19
N 0.308817 -1.558131 -1.345768 -3.5 -0.5 -1.6 0.16
C -1.018678 -1.547437 -1.706259 1.4 2.9 1.7 -0.02
N -1.819999 -0.797623 -0.887111 0.9 -1.8 -2.2 0.05
H 0.229621 1.273836 -1.488187 0.1 -0.3 0.0 0.05
H -0.159389 2.916202 -0.857895 0.8 -1.6 0.1 0.11
H 0.874081 1.862885 0.126139 0.9 -0.3 -0.1 0.04
H -2.109559 1.842353 -0.121067 -1.6 0.9 -1.5 0.07
H -1.279255 1.866088 1.266283 0.8 -0.5 -0.2 0.12
H -2.324923 -0.264338 1.140017 2.0 -0.2 -1.9 0.18
H -0.503108 -0.458779 0.740468 -0.7 -0.6 0.0 0.06
H 0.961858 -1.787519 -2.062195 0.6 -0.4 0.0 0.12
H 0.578540 -1.312129 -0.392755 0.3 -0.3 -0.3 0.06
H -1.364989 -1.916794 -2.734775 0.4 0.5 1.9 0.18
H -2.777073 -0.644449 -1.125003 -0.5 -0.4 -0.5 0.15
H 2.388028 0.846418 1.851277 -3.3 -0.6 2.5 -0.03
H 3.679815 1.442809 1.789971 2.2 1.5 1.3 0.02
O 3.075467 0.973064 1.287450 1.0 -1.0 -3.8 0.02
H 0.974217 -2.644038 1.761478 -0.4 2.0 -1.2 0.13
H 1.927176 -1.495065 1.455394 -1.0 0.1 -0.3 0.08
O 0.973505 -1.728283 1.304088 2.0 -2.2 1.8 -0.10
```
Positions in Å, forces in eV/Å.

Frontier orbital gap   10.3 eV
LUMO level   -3.614 eV
E_HOMO   -13.92 eV
Net charge   +1
Electronic energy   -421.12465 Ha

***

2.
# C3H5N3

One molecule with the formula C3H5N3 in a non-equilibrium geometry (wB97M-V/def2-TZVPD, OMol25).

The geometry in XYZ format:
```
11
Properties=species:S:1:pos:R:3:forces:R:3:lowdin_charge:R:1
H 1.825838 2.219066 0.102474 0.4 -1.0 -0.4 0.07
N 1.663990 1.193253 -0.000066 -0.5 0.9 0.4 0.12
C 0.412139 1.098110 -0.097868 -1.6 0.0 -0.3 -0.25
N -0.362731 -0.080407 -0.129990 4.1 0.7 -0.3 -0.14
C 0.198119 -1.369736 0.002240 -0.5 -3.1 -1.0 -0.05
C -1.601158 0.100082 0.098968 -1.2 -0.2 -0.3 -0.38
N -2.720693 0.214683 0.199227 -3.1 0.4 0.6 0.18
H -0.390975 1.851535 -0.207957 1.1 0.8 0.3 0.13
H 0.937297 -1.419594 0.777190 0.3 0.1 0.5 0.08
H -0.651049 -2.115440 0.205400 1.4 1.1 -0.2 0.13
H 0.689218 -1.691548 -0.949617 -0.4 0.3 0.7 0.11
```
Positions in Å, forces in eV/Å.

Frontier orbital gap   10.5 eV
LUMO level   0.720 eV
E_HOMO   -9.83 eV
Net charge   0
Structure (SMILES)   [H]/N=C/N(C)C#N
Electronic energy   -281.52899 Ha

***

3.
# C13H16CoN5O6S2

C13H16CoN5O6S2 as an isolated structure (wB97M-V/def2-TZVPD, OMol25).

The geometry in XYZ format:
```
43
Properties=species:S:1:pos:R:3:forces:R:3:lowdin_charge:R:1
Co 0.340074 -1.529680 -1.506804 0.0 -0.1 0.0 0.53
N 0.218147 -3.058888 -0.329998 0.0 0.0 0.0 0.03
C -0.846838 -2.796076 0.667223 0.0 0.0 0.0 -0.09
C -1.911489 -1.957364 -0.017301 -0.1 0.0 0.0 -0.52
O -3.094299 -2.065158 0.252811 0.0 0.0 0.0 0.06
N -1.377203 -1.116180 -0.943217 0.0 0.1 0.0 -0.04
C -2.185071 -0.851074 -2.124137 0.0 0.0 0.0 -0.09
C -1.611641 -1.681920 -3.280687 0.0 0.0 0.0 -0.58
O -2.121549 -1.728187 -4.372798 0.0 0.0 0.0 0.08
O -0.502144 -2.329547 -2.954420 0.0 0.0 0.0 -0.10
H 0.000068 -3.876321 -0.892122 0.0 0.0 0.0 0.13
H 1.112388 -3.196535 0.135849 0.0 0.0 0.0 0.11
H -0.398321 -2.249297 1.495540 0.0 0.0 0.0 0.11
H -1.293372 -3.711819 1.047928 0.0 0.0 0.0 0.13
H -2.165466 0.202500 -2.408335 0.0 0.0 0.0 0.12
H -3.223047 -1.133978 -1.950114 0.0 0.0 0.0 0.13
N -1.381106 3.546301 4.135204 0.0 0.0 0.0 0.11
C -0.575437 2.695349 3.407032 0.0 0.0 0.0 -0.31
C 0.810485 2.695825 3.591673 0.0 0.0 0.0 -0.02
C 1.611699 1.811373 2.895966 0.0 0.0 0.0 -0.05
C 1.036057 0.909564 2.010733 0.0 0.0 0.0 -0.31
C -0.340551 0.906203 1.806820 0.0 0.0 0.0 -0.05
C -1.139363 1.791019 2.498820 0.0 0.0 0.0 -0.01
S 2.056307 -0.241345 1.162695 0.0 0.0 0.0 0.60
O 3.371427 0.334516 1.088132 0.0 0.0 0.0 -0.29
O 1.900096 -1.562532 1.717473 0.0 0.0 0.0 -0.30
N 1.411094 -0.352179 -0.312756 0.0 0.0 -0.1 -0.18
C 1.291088 0.666501 -1.191288 -0.1 0.0 0.0 -0.69
S 1.715532 2.330497 -1.186430 0.0 0.0 0.0 1.10
C 0.972334 2.485089 -2.751975 0.0 0.0 0.0 -0.37
C 0.462110 1.308109 -3.170711 0.1 0.0 0.0 -0.19
N 0.657369 0.278577 -2.284620 0.0 0.0 0.0 -0.02
H -0.944788 4.354930 4.543182 0.0 0.0 0.0 0.09
H -2.308539 3.711310 3.783721 0.0 0.0 0.0 0.09
H 1.256962 3.396523 4.286764 0.0 0.0 0.0 0.11
H 2.685024 1.815830 3.028995 0.0 0.0 0.0 0.12
H -0.783644 0.241077 1.075968 0.0 0.0 0.0 0.09
H -2.210201 1.790537 2.335142 0.0 0.0 0.0 0.12
H 0.968432 3.430028 -3.267285 0.0 0.0 0.0 0.07
H -0.051458 1.126386 -4.102292 0.0 0.0 0.0 0.13
O 2.045496 -2.283432 -2.328487 0.0 0.0 0.0 0.00
H 1.760836 -2.445784 -3.241841 0.0 0.0 0.0 0.10
H 2.782502 -1.660750 -2.350051 0.0 0.0 0.0 0.10
```
Positions in Å, forces in eV/Å.

Frontier orbital gap   8.6 eV
LUMO level   0.001 eV
E_HOMO   -8.62 eV
Net charge   0
Electronic energy   -3409.43312 Ha

***

4.
# C68H96N12O19

A 13-piece molecular cluster, C68H96N12O19 overall in a non-equilibrium geometry (wB97M-V/def2-TZVPD, OMol25).

The geometry in XYZ format:
```
195
Properties=species:S:1:pos:R:3:forces:R:3:lowdin_charge:R:1
C 2.672417 4.524001 5.818580 0.7 -0.7 -1.3 -0.04
C 1.176626 4.375533 6.078387 1.4 -1.3 0.4 -0.45
C 0.648703 2.930281 6.305446 0.9 0.3 -1.7 -0.17
O 0.986241 2.172161 5.130948 0.0 0.3 0.7 -0.22
C 0.403745 0.878602 5.073944 -0.6 0.8 -1.2 -0.09
N 0.911780 5.105789 7.262792 -1.2 1.1 2.0 0.03
H 2.877345 5.262749 5.043760 -0.1 0.4 0.1 0.06
H 3.111234 3.626121 5.383438 0.0 -0.3 0.2 0.08
H 3.249246 4.811488 6.697631 -0.1 -0.2 0.0 0.08
H 0.661334 4.766220 5.200928 -0.4 0.1 0.0 0.09
H -0.429634 3.034954 6.425188 -0.3 -0.3 0.1 0.12
H 1.087138 2.425796 7.166477 0.1 0.2 0.3 0.13
H -0.659581 1.012963 4.875464 -0.5 -0.2 0.6 0.08
H 0.582659 0.232755 5.933580 0.2 0.1 0.0 0.10
H 0.731824 0.475884 4.115665 0.6 -0.5 0.4 0.05
H 1.721845 5.552332 7.668359 0.2 0.4 -0.6 0.07
H 0.691993 4.493407 8.035309 -0.7 -0.3 0.0 0.07
C -2.440704 -7.106915 -0.044189 0.5 -0.7 0.3 -0.05
C -1.678019 -5.910584 -0.606606 -0.8 0.4 2.2 -0.43
C -1.274272 -6.176217 -2.020205 0.8 0.1 -0.8 -0.19
O -0.182451 -7.113101 -1.915788 -0.7 0.2 0.4 -0.19
C 0.187424 -7.614433 -3.159485 0.8 -0.1 0.1 -0.13
N -2.493052 -4.728550 -0.360572 -0.7 0.5 -1.3 0.05
H -2.745337 -7.092127 1.002270 0.0 0.9 0.1 0.07
H -1.816029 -8.000100 -0.034348 0.0 -0.2 -0.7 0.07
H -3.355540 -7.240370 -0.621554 0.1 -0.2 -0.1 0.08
H -0.718634 -5.744416 -0.116643 0.3 -0.6 0.3 0.13
H -0.943386 -5.266408 -2.521061 0.5 0.4 0.1 0.10
H -2.013645 -6.523206 -2.742023 -0.6 -0.6 0.4 0.12
H 1.057001 -8.267801 -3.088350 0.1 0.0 0.6 0.10
H 0.543848 -6.763788 -3.740399 -0.5 -0.1 -0.9 0.07
H -0.583859 -8.254964 -3.587205 -0.3 0.5 -0.5 0.09
H -2.122738 -3.839043 -0.663451 0.4 0.0 -0.9 0.00
H -2.686826 -4.421329 0.581854 0.0 -1.3 0.6 0.06
C 1.100859 9.058176 2.685591 0.4 1.0 -0.2 -0.06
C 0.589507 7.760409 2.101281 0.2 -0.2 1.8 -0.42
C 1.329848 6.480113 2.550844 0.7 1.7 0.2 -0.18
O 1.000724 5.455309 1.666745 -1.0 0.5 -0.8 -0.23
C 1.688128 4.264010 1.780189 1.5 -1.4 -1.0 -0.09
N -0.837057 7.595369 2.350922 -0.3 -0.9 -0.8 0.07
H 0.487174 9.852652 2.260961 -0.1 0.0 -0.1 0.08
H 2.117163 9.284850 2.363362 0.1 -0.2 -0.1 0.08
H 1.094825 9.263980 3.755967 -0.3 -0.8 0.2 0.09
H 0.751109 7.879873 1.029967 -0.1 -0.2 -0.3 0.12
H 1.077674 6.188723 3.570450 -0.1 0.2 0.2 0.12
H 2.390602 6.728678 2.517255 0.4 -0.4 0.0 0.13
H 1.479333 3.595578 2.615467 -0.6 0.2 0.2 0.09
H 2.772407 4.374961 1.769196 0.3 0.6 0.3 0.10
H 1.547892 3.760533 0.823656 -0.4 -0.5 0.2 0.07
H -0.905739 6.628874 2.065835 -1.1 -0.4 -0.8 0.04
H -1.062770 7.420351 3.319702 0.4 0.8 0.8 0.08
C -0.809134 -1.977087 -2.603123 0.4 0.3 -1.2 -0.04
C -0.661022 -1.664361 -1.144542 -0.7 -0.7 1.8 -0.39
C -0.400046 -0.225701 -0.785939 1.6 1.2 -0.8 -0.20
O -0.467698 0.096599 0.589989 0.3 -1.1 0.6 -0.20
C 0.267812 1.263378 0.969119 -0.8 -1.7 -0.4 -0.09
N -1.929069 -2.017664 -0.501205 -0.4 0.6 -0.3 0.05
H -1.167608 -2.976098 -2.851244 -0.4 -0.1 0.7 0.06
H 0.100170 -1.959791 -3.203937 0.3 0.5 0.3 0.06
H -1.487598 -1.256449 -3.059721 -0.1 0.0 -0.1 0.07
H 0.106702 -2.271303 -0.664621 0.3 -0.1 -0.1 0.14
H -1.060090 0.500848 -1.259820 -0.4 -0.2 -0.8 0.13
H 0.614108 -0.052455 -1.145923 0.3 0.6 -0.1 0.10
H 0.345369 1.160850 2.051509 -0.1 0.7 0.0 0.07
H -0.334705 2.087944 0.588113 0.4 0.7 0.3 0.07
H 1.281785 1.210440 0.572684 0.1 0.3 -0.2 0.07
H -1.914054 -1.699532 0.457267 0.3 -0.1 0.5 0.08
H -2.523035 -1.323071 -0.931143 -1.0 -0.3 -0.1 0.05
C -0.044266 3.888011 -1.958791 -1.7 -0.2 0.3 -0.01
C -0.785299 5.224492 -1.557635 2.4 -0.9 -1.6 -0.26
C -1.806787 5.091457 -0.384538 -0.7 -0.1 1.1 -0.16
O -2.352176 6.328135 -0.041739 0.1 0.4 -0.4 -0.19
C -3.657227 6.239114 0.538933 -0.4 -0.6 0.2 -0.05
N 0.174969 6.195118 -1.088934 -2.9 -0.4 0.4 0.34
H 0.716060 3.539015 -1.260071 0.1 0.4 -0.1 0.06
H 0.269848 3.832088 -3.001054 0.5 0.8 0.2 0.08
H -0.797266 3.100665 -1.992901 -0.2 -0.1 0.4 0.08
H -1.298624 5.613230 -2.437116 -0.2 0.2 0.2 0.16
H -1.328653 4.699123 0.512988 0.4 -0.5 -0.1 0.13
H -2.585704 4.401757 -0.709660 0.1 -0.3 -0.3 0.15
H -3.848992 7.091050 1.191245 0.2 0.2 -0.5 0.10
H -3.787018 5.362664 1.173824 0.5 -0.2 0.2 0.08
H -4.413757 6.093736 -0.232186 0.0 0.5 -0.2 0.10
H 0.568248 5.950915 -0.191284 1.5 -0.5 0.8 0.10
H -0.325961 7.063577 -0.966691 0.4 1.2 -0.4 0.14
C -2.478815 0.445151 -5.159684 -0.5 -1.9 -1.0 -0.11
C -2.402089 -0.840769 -5.718669 -0.6 1.3 0.8 -0.09
C -1.180813 -1.289615 -6.130325 1.3 -1.0 -1.1 -0.10
C 0.037012 -0.592099 -5.919947 -2.0 -0.6 0.7 -0.07
C -0.081332 0.607795 -5.259287 1.1 0.3 -1.9 -0.11
C -1.333052 1.161929 -5.082206 -0.5 1.4 1.9 -0.12
H -3.444674 0.842759 -4.885043 0.0 0.2 0.1 0.10
H -3.347230 -1.356764 -5.801484 0.2 -0.6 -0.4 0.11
H -1.170823 -2.178937 -6.743031 0.2 -0.3 0.2 0.09
H 1.025787 -0.939226 -6.181159 -0.2 -0.4 -0.3 0.10
H 0.872953 1.112687 -5.288154 -0.3 0.8 0.9 0.08
H -1.591496 2.127522 -4.673270 1.1 0.7 0.0 0.09
C 0.809015 -4.277554 3.379927 -0.7 -0.4 -0.2 -0.08
C 0.667977 -2.914389 3.311528 -2.7 1.5 0.2 -0.05
C -0.644143 -2.306928 3.391248 -0.2 -1.2 0.4 0.01
C -1.796490 -3.099207 3.621631 1.1 -2.0 -1.2 -0.12
C -1.663794 -4.530444 3.615444 2.5 0.7 0.4 0.02
C -0.334219 -5.100788 3.493973 -1.7 1.5 0.4 -0.03
N -3.183570 -2.522163 3.722998 0.8 0.6 1.3 -0.35
O -3.244060 -1.299711 3.781899 0.0 -0.4 -0.5 0.05
O -4.126548 -3.261873 3.908635 0.5 0.0 -0.5 0.09
H 1.830544 -4.619699 3.303614 -0.1 -0.7 0.1 0.09
H 1.515901 -2.250829 3.227241 0.1 0.0 -0.2 0.08
H -0.815056 -1.243859 3.307123 0.3 0.1 0.0 0.09
H -2.458090 -5.220465 3.859117 -0.3 0.3 -0.3 0.11
H -0.290184 -6.175354 3.592819 0.3 0.0 -0.2 0.10
C -6.468516 -4.768364 -2.650129 0.3 0.8 0.6 -0.07
C -7.372192 -3.711268 -2.480423 0.7 0.3 -1.3 -0.06
C -6.950550 -2.378587 -2.624284 0.9 -0.1 1.2 0.01
C -5.559979 -2.080660 -2.738727 -1.4 -2.0 0.5 -0.14
C -4.638422 -3.147318 -2.758984 -1.2 0.6 0.0 0.02
C -5.107709 -4.489051 -2.697160 0.7 1.4 -0.8 -0.05
N -5.137402 -0.684635 -2.638572 -0.8 1.6 -1.1 -0.32
O -5.878816 0.210014 -3.120468 1.3 -2.0 1.0 0.05
O -4.068281 -0.443917 -2.102556 -0.3 -0.1 -0.2 0.05
H -6.889721 -5.762816 -2.657575 0.4 -0.2 0.1 0.11
H -8.405430 -4.015003 -2.399358 -0.2 0.6 0.2 0.10
H -7.605092 -1.557859 -2.370576 -0.3 0.0 -0.5 0.11
H -3.600156 -2.868246 -2.861525 0.2 -0.4 0.2 0.09
H -4.313735 -5.215213 -2.790449 -0.3 -0.4 0.2 0.09
C 0.617277 -8.636526 -7.508860 0.6 0.4 -0.8 -0.06
C 1.482777 -7.653284 -8.011191 -0.6 0.7 0.9 -0.05
C 1.367695 -6.307631 -7.578663 -1.3 -0.1 -0.7 0.02
C 0.314634 -5.930372 -6.700332 1.3 -3.4 -0.6 -0.13
C -0.491743 -6.995890 -6.237502 -1.5 2.8 -0.1 -0.04
C -0.440866 -8.273119 -6.707271 0.8 -0.7 0.5 -0.08
N 0.198225 -4.594513 -6.146142 0.6 -0.4 -0.1 -0.34
O -0.632059 -4.415467 -5.271783 0.3 0.3 -0.3 0.06
O 1.011069 -3.781437 -6.564375 -0.7 0.1 0.4 0.07
H 0.734745 -9.672384 -7.790998 0.1 0.0 -0.2 0.11
H 2.202496 -7.921851 -8.770315 0.2 0.1 0.1 0.10
H 1.906206 -5.544404 -8.120784 0.4 0.1 0.4 0.11
H -1.343933 -6.674632 -5.656997 0.0 -0.2 0.5 0.11
H -1.116213 -9.039415 -6.356409 -0.2 0.2 0.1 0.12
C -1.857170 3.601138 3.866163 0.1 -2.0 -1.1 -0.10
C -2.310060 4.543896 4.731784 -0.5 0.4 1.4 -0.11
C -3.646440 4.755376 4.912551 -2.8 0.4 -0.6 0.01
C -4.641171 4.091239 4.100850 2.7 -0.7 0.4 -0.12
C -4.174238 2.987781 3.379510 1.7 0.2 -1.3 0.02
C -2.746567 2.732374 3.222483 -1.5 1.6 1.0 -0.02
N -6.084126 4.400175 4.046270 -0.9 -1.1 -0.1 -0.33
O -6.597112 5.047646 4.946046 0.7 -0.2 -0.8 0.10
O -6.697873 3.867962 3.103910 0.8 1.2 1.3 0.06
H -0.792571 3.420918 3.842898 0.2 -0.1 -0.3 0.08
H -1.633957 4.961824 5.462967 0.2 0.5 -0.2 0.10
H -3.979626 5.430113 5.687227 -0.1 0.2 -0.1 0.12
H -4.838886 2.392588 2.770909 -0.2 -0.1 0.2 0.11
H -2.346745 1.912330 2.644514 -0.4 -0.1 -0.1 0.09
C 6.835823 -0.889943 5.191609 -1.0 -1.3 0.7 -0.06
C 7.122080 0.150660 4.341072 0.5 0.0 -0.7 -0.09
C 6.227700 0.562366 3.400338 -2.1 0.3 -1.2 -0.02
C 4.958384 -0.048463 3.288322 0.5 -0.1 1.6 -0.12
C 4.638787 -1.075954 4.199291 0.4 -0.3 0.8 -0.01
C 5.571584 -1.543873 5.185336 0.8 2.2 -2.1 -0.02
N 3.923185 0.494326 2.332156 1.5 -1.1 0.9 -0.32
O 2.768467 0.147985 2.485912 0.2 0.3 -0.2 0.06
O 4.358860 1.218339 1.457612 -0.6 0.2 0.0 0.06
H 7.602283 -1.241530 5.866380 0.0 0.0 0.2 0.11
H 8.086017 0.621021 4.214711 0.3 -0.1 0.8 0.11
H 6.482786 1.389696 2.754680 -0.1 -0.1 -0.2 0.11
H 3.668784 -1.550752 4.191032 -0.1 0.1 -0.3 0.09
H 5.387811 -2.370132 5.856084 -0.3 0.1 -0.1 0.10
C 5.364756 4.769990 -3.399857 0.4 0.6 0.7 -0.08
C 4.278498 4.513232 -4.201344 -0.5 -2.3 0.0 -0.06
C 3.578717 3.280980 -4.006135 -0.2 2.1 1.6 0.03
C 3.759040 2.622588 -2.763113 1.2 0.9 -1.4 -0.15
C 4.817902 2.957991 -1.902564 0.0 0.4 -0.4 0.01
C 5.657108 4.005005 -2.263762 -0.8 0.0 -0.3 -0.05
N 2.853019 1.564117 -2.398420 -0.9 0.1 -0.6 -0.32
O 3.179867 0.861126 -1.466881 -0.6 -0.3 -0.2 0.08
O 1.797458 1.500780 -3.050706 1.1 -0.5 1.1 0.03
H 5.951480 5.657808 -3.584058 0.1 0.1 0.0 0.11
H 3.944032 5.184989 -4.978055 0.3 -0.1 -0.2 0.11
H 2.726687 3.113646 -4.648351 0.0 -0.6 0.1 0.11
H 5.004546 2.493424 -0.945611 -0.4 -0.4 -0.1 0.11
H 6.432381 4.308630 -1.575896 0.2 -0.1 -0.2 0.11
C 2.308044 -3.685585 -2.539676 -0.8 1.1 -0.4 -0.05
C 2.410837 -4.882124 -1.864036 0.3 1.3 1.0 -0.04
C 2.893113 -4.795574 -0.548228 0.7 0.0 0.3 0.03
C 3.272697 -3.556142 0.032163 0.0 -2.6 -1.0 -0.10
C 3.155205 -2.408308 -0.729015 0.6 1.3 2.1 -0.03
C 2.611530 -2.425078 -1.964460 -0.1 -1.8 -1.6 -0.07
N 3.939060 -3.566397 1.377668 -1.1 0.6 0.1 -0.32
O 3.910575 -4.535961 2.104342 -0.2 -0.9 -0.8 0.07
O 4.396583 -2.516644 1.761596 0.5 0.9 -0.5 0.06
H 1.879682 -3.684698 -3.531094 0.1 0.0 -0.3 0.10
H 2.087851 -5.797872 -2.336769 0.2 -0.1 0.3 0.09
H 3.097586 -5.732405 -0.051299 -0.2 0.1 0.5 0.12
H 3.463140 -1.471428 -0.288755 0.1 0.1 0.1 0.11
H 2.515923 -1.529335 -2.560214 -0.1 0.1 0.1 0.10
```
Positions in Å, forces in eV/Å.

Frontier orbital gap (spin up / spin down)   6.8 / 2.3 eV
Expectation value of S²   0.754
LUMO level (spin up / spin down)   -2.871 / -7.351 eV
2S+1   2
E_HOMO (spin up / spin down)   -9.63 / -9.63 eV
Net charge   +1
Electronic energy   -4734.14750 Ha